Entry from the OMol25 dataset: an isolated molecule of C4H7NS3 (wB97M-V/def2-TZVPD).

XYZ file:
```
15
C4H7NS3 (wB97M-V/def2-TZVPD)
C -1.51259 2.09711 0.48541
C 0.26326 0.07343 -0.51198
C 1.68213 -0.20668 -0.31001
C 1.88162 -1.61545 0.27273
H -1.36977 1.65250 1.45315
H -2.35732 1.59413 0.02128
H -1.66380 3.15301 0.62501
H -2.52672 -1.98735 -0.72101
H 2.92277 -1.79573 0.37630
H 1.36755 -2.33367 -0.40836
H 1.38988 -1.72202 1.26375
N -0.57908 -0.88796 -0.35551
S -0.13484 1.85706 -0.66638
S -2.22023 -0.68822 -0.79537
S 2.85713 0.80983 -0.72901
```

## Properties
- charge = 0
- frontier orbital gap (eV) = 7.653
- HOMO level (hartree) = -0.3173
- E (eV) = -38255.6902
- SMILES string = CS/C(=N\S)C(C)=S